Record 1
{
  "formula": "C4H16NO3",
  "method": "the ωB97M-V functional and the def2-TZVPD basis",
  "elements": ["O", "C", "C", "N", "C", "C", "H", "H", "H", "H", "H", "H", "H", "H", "H", "H", "H", "H", "H", "H", "O", "H", "H", "O"],
  "positions_angstrom": [[-2.062, 1.572, -0.994], [-2.107, 0.614, 0.069], [-0.786, 0.563, 0.813], [0.395, 0.088, 0.033], [0.360, -1.386, -0.249], [0.725, -2.160, 0.991], [-2.374, 2.465, -0.785], [-2.871, 0.805, 0.825], [-2.342, -0.266, -0.530], [-0.560, 1.596, 1.089], [-0.909, -0.006, 1.731], [1.282, 0.333, 0.523], [0.372, 0.616, -0.850], [-0.627, -1.686, -0.580], [0.984, -1.585, -1.121], [0.571, -3.219, 0.760], [1.734, -2.071, 1.406], [0.147, -1.997, 1.905], [2.543, 1.821, 1.530], [3.709, 0.856, 1.140], [2.755, 0.931, 1.245], [-0.878, 1.184, -2.647], [0.209, 0.495, -3.574], [-0.268, 0.437, -2.729]],
  "forces_ev_per_angstrom": [[0.076, 0.693, 0.011], [0.247, 0.230, -1.064], [-0.041, 0.597, 0.373], [-0.701, -0.014, -0.252], [0.200, 0.144, 0.247], [0.394, -1.217, 0.800], [0.008, -0.414, 0.380], [-0.166, 0.038, -0.298], [-0.014, -0.504, 0.766], [0.027, -0.053, 0.168], [0.252, -0.208, -0.030], [-0.224, -0.198, -0.185], [0.093, -0.342, -0.293], [-0.326, 0.361, 0.056], [0.329, 0.082, 0.329], [0.148, 0.102, 0.067], [0.225, 0.237, -0.802], [-0.635, 0.341, -0.475], [0.394, 0.263, 0.163], [0.033, 0.146, 0.038], [-0.376, -0.256, -0.078], [-0.032, -0.116, -0.228], [-0.407, 0.141, 0.393], [0.496, -0.053, -0.085]],
  "gap_ev": 11.9,
  "total_charge": 1,
  "e_above_lowest_kcal_mol": 9.5,
  "e_homo_ev": -14.72
}

---

Record 2
{
  "formula": "C4H16NO3",
  "method": "the ωB97M-V functional and the def2-TZVPD basis",
  "elements": ["C", "C", "C", "C", "O", "N", "H", "H", "H", "H", "H", "H", "H", "H", "H", "H", "H", "H", "H", "H", "O", "H", "H", "O"],
  "positions_angstrom": [[0.660, 0.462, 1.198], [-0.252, 0.813, 0.026], [-1.636, 0.044, 0.183], [-1.591, -1.580, 0.547], [-2.317, 0.135, -0.951], [0.307, 0.443, -1.337], [0.379, 1.155, 2.004], [0.443, -0.605, 1.509], [1.763, 0.522, 1.080], [-0.323, 1.950, -0.065], [-2.156, 0.440, 1.082], [-1.755, -1.743, 1.646], [-2.435, -2.014, 0.057], [-0.687, -2.043, 0.229], [-2.916, 0.871, -1.010], [-0.430, 0.500, -2.083], [1.064, 1.024, -1.687], [0.496, -0.570, -1.225], [3.024, 2.401, -1.368], [2.066, 3.438, -1.130], [2.213, 2.510, -1.120], [2.062, -2.790, 1.185], [0.593, -2.913, 0.755], [1.428, -2.451, 0.475]],
  "forces_ev_per_angstrom": [[-0.804, -0.908, 0.702], [2.879, 1.843, -0.792], [-1.534, -1.409, 3.071], [0.080, 0.811, 0.430], [0.804, -0.455, -1.029], [-2.217, -2.072, -0.154], [0.100, -0.354, -0.067], [0.573, 1.240, -0.077], [-0.735, 0.135, -0.629], [-1.014, -1.461, 0.449], [0.272, 0.689, -0.791], [0.294, 0.851, -0.745], [-0.509, -0.249, -0.489], [0.290, -0.006, -0.471], [-1.536, 0.997, 0.075], [0.654, -0.021, 0.722], [1.147, 0.501, 0.602], [0.941, 0.413, -0.707], [7.957, -1.150, -2.339], [-0.282, 1.377, -0.005], [-7.759, -0.368, 2.211], [-0.825, 0.682, -1.531], [1.554, 0.189, -0.420], [-0.330, -1.274, 1.983]],
  "gap_ev": [11.6, 4.4],
  "total_charge": 2,
  "e_above_lowest_kcal_mol": 67.0,
  "spin_multiplicity": 2,
  "e_homo_ev": [-18.73, -18.66]
}

---

Record 3
{
  "formula": "C4H16NSi2",
  "method": "the ωB97M-V functional and the def2-TZVPD basis",
  "elements": ["C", "C", "C", "C", "N", "Si", "Si", "H", "H", "H", "H", "H", "H", "H", "H", "H", "H", "H", "H", "H", "H", "H", "H"],
  "positions_angstrom": [[1.937, 1.050, -0.883], [1.706, -1.418, -0.288], [1.995, -0.056, 0.229], [-2.322, 0.082, 0.633], [0.933, 0.204, 1.408], [-2.051, 1.737, -0.392], [-2.647, -1.608, -0.215], [2.559, 1.750, -0.389], [2.213, 0.591, -1.770], [0.985, 1.436, -0.969], [2.452, -1.816, -0.902], [0.706, -1.582, -0.750], [1.498, -2.122, 0.637], [3.080, -0.092, 0.602], [-1.392, -0.074, 1.103], [1.340, -0.348, 2.075], [0.976, 1.190, 1.821], [-3.556, 2.116, -0.647], [-0.977, 1.531, -1.367], [-1.251, 2.808, 0.135], [-3.589, -2.702, 0.408], [-1.737, -1.755, -1.481], [-3.209, 0.313, 1.207]],
  "forces_ev_per_angstrom": [[0.601, -1.789, 3.629], [-2.987, -2.029, 2.910], [-0.657, 1.146, 0.715], [-2.161, -0.817, -2.529], [0.783, 2.708, -3.168], [-1.231, -0.629, -0.450], [1.002, 1.612, 0.268], [0.927, 1.399, -0.837], [1.125, -0.210, -1.769], [-2.069, 0.765, -0.195], [1.132, -0.643, -0.855], [0.534, 0.817, -0.387], [1.132, 0.973, -1.537], [-1.592, 0.251, -0.067], [1.573, -0.313, 1.300], [0.799, -1.777, 2.621], [0.286, -1.624, -1.066], [1.637, -0.190, -0.214], [-0.697, -0.694, -1.035], [-0.190, 0.581, 1.432], [0.972, 1.079, -0.882], [-1.092, -0.455, 1.183], [0.174, -0.162, 0.933]],
  "gap_ev": 6.7,
  "total_charge": 1,
  "e_above_lowest_kcal_mol": 67.9,
  "e_homo_ev": -13.18
}

---

Record 4
{
  "formula": "C4H16O3",
  "method": "the ωB97M-V functional and the def2-TZVPD basis",
  "elements": ["C", "C", "C", "C", "H", "H", "H", "H", "H", "H", "H", "H", "H", "H", "H", "H", "O", "H", "H", "O", "H", "H", "O"],
  "positions_angstrom": [[1.860, 0.802, -0.050], [-0.803, -1.797, -1.169], [0.082, -1.041, -0.183], [1.131, -0.214, -0.940], [1.316, 1.006, 0.870], [1.994, 1.787, -0.497], [2.828, 0.390, 0.208], [-1.284, -2.665, -0.731], [-0.235, -2.105, -2.050], [-1.551, -1.123, -1.593], [0.610, -1.751, 0.455], [-0.508, -0.390, 0.451], [1.894, -0.880, -1.320], [0.624, 0.236, -1.786], [-3.072, 0.507, 1.498], [-3.563, 0.860, 0.067], [-3.486, 0.144, 0.710], [2.271, -0.072, 3.773], [1.406, -0.879, 2.829], [1.398, -0.491, 3.716], [-0.905, 1.794, -1.675], [-0.682, 3.299, -1.271], [-1.325, 2.582, -1.312]],
  "forces_ev_per_angstrom": [[-0.308, 0.129, -0.027], [0.017, 0.341, -0.382], [0.536, -0.230, -0.521], [-0.199, 0.155, 0.817], [-0.116, -0.149, 0.166], [0.198, -0.128, -0.271], [0.274, 0.196, 0.199], [-0.180, 0.003, -0.006], [0.222, -0.309, 0.196], [-0.244, -0.076, 0.280], [-0.035, -0.042, 0.201], [-0.211, 0.083, 0.155], [-0.030, -0.279, -0.487], [0.066, 0.307, -0.305], [-0.003, 0.197, -0.120], [0.162, 0.021, 0.281], [-0.091, -0.182, -0.187], [-0.339, -0.102, 0.114], [-0.155, 0.063, 0.260], [0.475, 0.049, -0.411], [0.220, 0.337, 0.069], [0.076, -0.377, -0.135], [-0.335, -0.009, 0.116]],
  "gap_ev": 12.0,
  "total_charge": 0,
  "e_above_lowest_kcal_mol": 14.9,
  "smiles": "CCCC.O.O.O",
  "e_homo_ev": -11.34
}

---

Record 5
{
  "formula": "C4H16O3",
  "method": "the ωB97M-V functional and the def2-TZVPD basis",
  "elements": ["C", "C", "C", "C", "H", "H", "H", "H", "H", "H", "H", "H", "H", "H", "H", "H", "O", "H", "H", "O", "H", "H", "O"],
  "positions_angstrom": [[-1.323, -0.758, -0.380], [-0.021, -0.184, 0.190], [0.468, 0.977, -0.681], [-0.227, 0.254, 1.637], [-1.538, -1.745, 0.033], [-2.214, -0.136, -0.304], [-1.178, -0.959, -1.452], [0.638, -1.047, 0.169], [1.328, 1.476, -0.255], [-0.362, 1.687, -0.625], [0.643, 0.702, -1.714], [-0.705, -0.572, 2.135], [0.697, 0.447, 2.185], [-0.867, 1.123, 1.725], [-3.863, 1.709, 1.165], [-3.553, 0.826, 2.481], [-3.207, 1.361, 1.770], [2.482, 0.446, 0.800], [3.309, -0.717, 0.233], [3.337, 0.011, 0.864], [0.743, -1.044, -2.587], [0.558, -2.394, -3.254], [1.157, -1.641, -3.232]],
  "forces_ev_per_angstrom": [[0.133, -0.417, -0.850], [-0.572, 0.065, -0.094], [-0.864, -0.179, 0.791], [0.423, -0.236, -0.070], [-0.112, 0.111, 0.319], [0.165, 0.197, 0.277], [-0.087, 0.116, 0.035], [0.623, 0.058, 0.048], [0.310, 0.139, -0.148], [0.161, 0.254, -0.382], [0.142, 0.098, -0.178], [-0.323, -0.269, 0.500], [0.135, 0.043, -0.180], [-0.127, 0.114, -0.129], [-0.483, -0.316, 0.451], [-0.694, 0.020, -0.136], [1.010, 0.364, -0.323], [0.012, -0.135, -0.040], [-0.074, 0.127, 0.035], [0.204, -0.087, 0.065], [0.228, -0.223, -0.276], [0.056, -0.047, -0.070], [-0.269, 0.203, 0.353]],
  "gap_ev": 11.8,
  "total_charge": 0,
  "e_above_lowest_kcal_mol": 15.6,
  "smiles": "CC(C)C.O.O.O",
  "e_homo_ev": -11.30
}

---

Record 6
{
  "formula": "C4H16O4",
  "method": "the ωB97M-V functional and the def2-TZVPD basis",
  "elements": ["C", "C", "C", "C", "H", "H", "H", "H", "H", "H", "H", "H", "H", "H", "O", "H", "H", "O", "H", "H", "O", "H", "H", "O"],
  "positions_angstrom": [[-1.794, -0.337, 0.964], [-1.424, -1.255, 1.994], [-0.237, -1.065, 2.654], [-2.226, -2.419, 2.507], [-2.739, 0.054, 1.310], [-2.036, -0.637, -0.111], [-1.053, 0.441, 0.813], [0.096, -1.486, 3.606], [0.391, -0.319, 2.296], [-1.939, -2.425, 3.543], [-2.083, -3.382, 2.109], [-3.248, -2.388, 2.334], [0.138, -1.352, -5.252], [0.648, -0.105, -4.632], [-0.096, -0.600, -4.695], [1.040, 3.933, -0.701], [0.289, 2.656, -0.918], [1.074, 3.000, -0.634], [3.029, 2.077, -2.875], [2.163, 1.427, -1.770], [2.171, 1.705, -2.683], [2.089, 0.277, 0.377], [2.734, 1.539, -0.264], [3.014, 0.660, 0.027]],
  "forces_ev_per_angstrom": [[-1.260, 0.847, -3.092], [3.579, -2.264, 2.268], [-2.126, -0.501, -0.249], [0.739, 1.119, 0.374], [-0.412, 0.854, -0.052], [0.348, -0.569, 1.424], [-0.039, 0.329, 0.391], [-0.434, -0.450, -0.506], [1.133, 1.436, -0.532], [-0.603, -0.547, 0.600], [1.374, -1.201, -0.885], [-2.279, 0.976, 0.246], [-0.091, 0.161, 0.141], [3.614, 2.484, 0.448], [-3.503, -2.598, -0.506], [-0.157, 1.302, -0.174], [-3.244, -1.193, -1.332], [3.240, 0.030, 1.950], [0.323, 0.005, 0.163], [0.260, -0.179, -0.067], [-0.480, -0.219, -1.165], [3.230, 1.144, -1.068], [0.204, 0.239, 0.597], [-3.417, -1.205, 1.024]],
  "gap_ev": 9.4,
  "total_charge": 0,
  "e_above_lowest_kcal_mol": 57.2,
  "smiles": "C=C(C)C.O.O.O.O",
  "e_homo_ev": -9.00
}